This record from the Open Molecules 2025 dataset describes a molecular structure, C27H28N2PdSi in a non-equilibrium geometry. The level of theory is wB97M-V/def2-TZVPD.

Properties
**Lowest unoccupied orbital energy (alpha / beta)**: -0.02230 / -0.02657 hartree
**Energy above the lowest of the compared OMol25 structures with the same formula, charge and spin**: 0.000 eV
**Expectation value of S²**: 2.01
**HOMO (alpha / beta)**: -5.724 / -6.481 eV
**Total energy**: -42786.620 eV

Geometry as ORCA input:
```
! wB97M-V def2-TZVPD RIJCOSX def2/J DEFGRID3
* xyz 0 3
C 1.84 -1.38 -1.72
C 1.71 0.03 -1.49
C 2.62 0.38 -0.41
H 1.19 0.77 -2.11
C 3.23 -0.84 0.04
C 2.78 -1.89 -0.79
H 3.14 -2.92 -0.75
H 1.37 -1.94 -2.53
H 2.90 1.40 -0.13
H 4.01 -0.92 0.80
Pd 0.56 0.08 0.56
C -1.42 1.83 1.51
H -0.66 2.54 1.85
H -1.32 0.87 2.04
H -2.39 2.26 1.84
Si -1.47 1.57 -0.51
C -3.12 0.79 -1.01
C -3.23 0.05 -2.21
H -2.38 0.00 -2.90
C -4.39 -0.67 -2.51
H -4.44 -1.28 -3.42
C -5.48 -0.63 -1.63
H -6.41 -1.14 -1.89
C -5.37 0.06 -0.41
H -6.20 0.03 0.31
C -4.19 0.76 -0.11
H -4.10 1.26 0.86
C -0.84 3.02 -1.55
C -1.46 3.41 -2.74
H -2.45 3.04 -2.98
C -0.79 4.23 -3.65
H -1.28 4.54 -4.58
C 0.51 4.67 -3.39
H 1.07 5.24 -4.14
C 1.09 4.38 -2.16
H 2.09 4.75 -1.92
C 0.39 3.62 -1.22
H 0.84 3.47 -0.25
H 0.47 1.72 0.42
H -0.76 0.50 -1.22
N -0.21 -2.00 0.55
C 0.62 -2.82 1.41
C 0.79 -4.17 1.21
C 1.67 -4.88 2.06
C 2.42 -4.22 3.04
C 2.32 -2.81 3.20
C 3.14 -2.02 4.07
C 3.09 -0.64 4.00
C 2.27 -0.02 3.04
N 1.44 -0.76 2.31
C 1.40 -2.12 2.36
H -0.30 -2.38 -0.39
H -1.16 -1.96 0.93
H 0.23 -4.66 0.41
H 1.75 -5.96 1.94
H 3.10 -4.77 3.69
H 3.81 -2.53 4.76
H 3.67 0.00 4.65
H 2.30 1.06 2.86
*
```

***

This record from the Open Molecules 2025 dataset describes a molecular structure, C27H28N2SiTa in a non-equilibrium geometry. The level of theory is wB97M-V/def2-TZVPD.

Properties
**Lowest unoccupied orbital energy**: -0.40603 hartree
**Energy above the lowest of the compared OMol25 structures with the same formula, charge and spin**: 0.435 eV
**HOMO**: -16.724 eV
**Total energy**: -40832.930 eV

Geometry as ORCA input:
```
! wB97M-V def2-TZVPD RIJCOSX def2/J DEFGRID3
* xyz 3 1
C 0.06 1.25 0.57
C -0.88 1.51 -0.48
C -2.20 1.45 0.09
H -0.64 1.83 -1.49
C -2.07 1.19 1.49
C -0.68 1.06 1.79
H -0.25 1.00 2.79
H 1.13 1.33 0.48
H -3.12 1.69 -0.43
H -2.88 1.19 2.22
Ta -1.20 -0.56 0.31
C -0.33 -1.38 -1.37
H -0.82 -0.85 -2.19
H 0.75 -1.18 -1.49
H -0.50 -2.48 -1.50
Si 1.11 0.82 -3.91
C 2.35 -0.46 -4.51
C 3.58 0.12 -4.91
H 3.74 1.20 -4.85
C 4.62 -0.68 -5.40
H 5.55 -0.19 -5.73
C 4.49 -2.07 -5.43
H 5.31 -2.68 -5.80
C 3.31 -2.67 -4.95
H 3.22 -3.75 -4.93
C 2.24 -1.88 -4.49
H 1.34 -2.37 -4.10
C -0.57 0.85 -4.67
C -0.57 1.41 -5.97
H 0.30 1.26 -6.61
C -1.66 2.20 -6.38
H -1.59 2.76 -7.32
C -2.81 2.28 -5.58
H -3.62 2.96 -5.86
C -2.91 1.50 -4.43
H -3.83 1.46 -3.85
C -1.82 0.72 -4.01
H -1.95 0.00 -3.20
H -2.77 -0.68 -0.39
H 1.61 1.98 -4.52
N -2.23 -2.17 1.61
C -1.42 -2.46 2.78
C -1.97 -2.88 3.97
C -1.09 -3.15 5.04
C 0.28 -3.09 4.89
C 0.87 -2.68 3.66
C 2.25 -2.49 3.44
C 2.67 -1.85 2.28
C 1.74 -1.36 1.37
N 0.41 -1.56 1.54
C -0.03 -2.29 2.63
H -2.26 -2.97 0.98
H -3.22 -1.99 1.82
H -3.06 -2.97 4.09
H -1.51 -3.42 6.01
H 0.95 -3.29 5.72
H 2.96 -2.81 4.19
H 3.72 -1.69 2.06
H 2.04 -0.85 0.45
*
```